Below is a molecular structure, C2H2FIS, with properties calculated with wB97M-V/def2-TZVPD.

Values from the calculation:
Calculated total energy   -873.0075 a.u.
E_LUMO   -0.0116 hartree
Total charge   0
Orbital gap   8.15 eV
Multiplicity   1
Relative energy (zero: lowest compared OMol25 entry of this formula, charge and spin)   300.1 kJ/mol

```
7
C2H2FIS wB97M-V/def2-TZVPD
C -0.8210 -0.8720 -0.0906
C 0.4331 -0.3476 0.0543
F -1.2374 -2.1516 -0.2081
S -2.0670 0.2923 0.1548
I 0.2087 1.7156 0.1745
H 2.0086 2.1075 -0.2810
H 1.4750 -0.7442 0.1960
```

Below is a molecular structure, C26H23I2N4O2S3V, with properties calculated with wB97M-V/def2-TZVPD.

Values from the calculation:
Calculated total energy   -4107.8498 a.u.
E_LUMO (spin up / spin down)   -0.1491 / -0.1367 hartree
Total charge   +1
Orbital gap (spin up / spin down)   6.83 / 7.15 eV
Multiplicity   2
Relative energy (zero: lowest compared OMol25 entry of this formula, charge and spin)   43.8 kJ/mol

```
61
C26H23I2N4O2S3V wB97M-V/def2-TZVPD
V -0.0198 -0.1721 0.0681
I 5.2465 -2.8131 4.7439
C 3.6361 -1.9837 3.6998
C 2.3399 -2.2747 4.0995
C 1.2837 -1.7102 3.4087
I -0.7031 -2.0877 3.9504
C 1.5162 -0.8621 2.3304
O 0.5024 -0.3906 1.5808
C 2.8214 -0.5502 1.9509
C 3.0623 0.5175 0.9063
N 2.0904 0.5947 -0.2039
C 2.5844 -0.0444 -1.4269
C 1.4700 -0.1532 -2.4226
C 1.7046 -0.3134 -3.7764
C 0.6289 -0.4659 -4.6341
C -0.6580 -0.4379 -4.1124
C -0.8196 -0.2698 -2.7558
N 0.2250 -0.1324 -1.9149
C 3.8771 -1.1258 2.6367
H 2.1519 -2.9416 4.9285
H 3.0387 1.4804 1.4228
H 4.0733 0.3985 0.5087
H 1.9468 1.6024 -0.3829
H 3.4247 0.5042 -1.8633
H 2.9279 -1.0555 -1.1881
H 2.7206 -0.3200 -4.1462
H 0.7886 -0.6052 -5.6947
H -1.5265 -0.5571 -4.7432
H -1.8060 -0.2504 -2.3139
H 4.8930 -0.8988 2.3389
S 0.3307 5.4391 0.8915
C 0.4303 5.3747 -0.8141
C 1.1466 4.2875 -1.1956
N 1.6056 3.5037 -0.1667
C 1.2504 4.0009 0.9826
H -0.0261 6.1289 -1.4331
H 1.3744 4.0156 -2.2156
H 1.4991 3.5541 1.9347
C -1.1533 1.5881 0.4164
C -2.5949 1.2804 0.2797
C -3.3243 0.7344 1.3418
C -4.6540 0.3931 1.1954
C -5.2961 0.5968 -0.0254
C -4.5974 1.1751 -1.0839
C -3.2663 1.5132 -0.9260
C -6.6594 0.1966 -0.2123
N -7.7428 -0.1440 -0.3872
H -0.8997 1.9228 1.4212
H -0.8350 2.3289 -0.3208
H -2.8278 0.5639 2.2903
H -5.2064 -0.0361 2.0203
H -5.1109 1.3651 -2.0171
H -2.7348 1.9864 -1.7451
C -0.4875 -5.4063 0.5506
O -1.2650 -4.2056 0.4298
C -0.6714 -3.0811 0.1273
S 0.9617 -2.9070 -0.1498
S -1.7392 -1.7346 0.0612
H -1.2067 -6.2170 0.5932
H 0.1030 -5.3714 1.4655
H 0.1756 -5.5279 -0.3039
```

Below is a molecular structure, C43H36CoN3OP2S2Te, with properties calculated with wB97M-V/def2-TZVPD.

Values from the calculation:
Calculated total energy   -5029.5433 a.u.
E_LUMO (spin up / spin down)   0.1186 / 0.1182 hartree
Total charge   -2
Orbital gap (spin up / spin down)   1.59 / 4.36 eV
Multiplicity   5
Relative energy (zero: lowest compared OMol25 entry of this formula, charge and spin)   60.8 kJ/mol

```
89
C43H36CoN3OP2S2Te wB97M-V/def2-TZVPD
Co 0.4062 -0.1447 0.3074
Te -1.7753 4.1079 -1.5429
C -2.3711 5.6166 -0.1307
C -1.5303 6.6801 0.2157
C -2.0078 7.6918 1.0189
N -3.2539 7.7498 1.4988
C -4.0543 6.7333 1.1629
C -3.6742 5.6723 0.3718
C -1.0969 2.6902 -0.0765
P 0.5065 2.0224 -0.4493
C 0.7452 1.7471 -2.2490
C 0.9902 2.7575 -3.1802
C 1.1119 2.4569 -4.5232
C 0.9708 1.1513 -4.9701
C 0.7415 0.1348 -4.0514
C 0.6332 0.4346 -2.7095
C 1.5406 3.4991 -0.2087
C 2.7915 3.6526 -0.8133
C 3.5599 4.7731 -0.5637
C 3.1073 5.7559 0.3067
C 1.8933 5.5875 0.9550
C 1.1249 4.4698 0.7034
P -2.1557 1.3626 0.3793
C -2.0916 1.1867 2.1947
C -1.5347 2.1884 2.9777
C -1.4406 2.0302 4.3479
C -1.9029 0.8734 4.9505
C -2.4932 -0.1132 4.1779
C -2.5880 0.0394 2.8081
C -3.8818 1.8708 0.1265
C -4.7136 2.2955 1.1664
C -5.9801 2.7737 0.8992
C -6.4504 2.8445 -0.4110
C -5.6358 2.4084 -1.4495
C -4.3719 1.9209 -1.1890
H -0.5113 6.7054 -0.1437
H -1.3686 8.5224 1.3070
H -5.0631 6.7943 1.5605
H -4.3795 4.8904 0.1371
H 1.1013 3.7802 -2.8450
H 1.3211 3.2463 -5.2342
H 1.0581 0.9257 -6.0252
H 0.6601 -0.8923 -4.3861
H 0.4757 -0.3636 -1.9820
H 3.1519 2.8876 -1.4905
H 4.5216 4.8869 -1.0524
H 3.6983 6.6460 0.4809
H 1.5404 6.3337 1.6563
H 0.1789 4.3368 1.2086
H -1.1588 3.0802 2.4952
H -0.9832 2.8042 4.9493
H -1.7916 0.7344 6.0192
H -2.8578 -1.0178 4.6474
H -3.0343 -0.7416 2.2080
H -4.3547 2.2657 2.1864
H -6.6088 3.1207 1.7092
H -7.4378 3.2395 -0.6161
H -5.9936 2.4675 -2.4698
H -3.7440 1.5624 -1.9966
S 0.7938 -0.0374 2.5529
C 1.5549 -1.5661 2.8718
C 2.0869 -1.7964 4.1299
C 2.7216 -2.9980 4.4580
C 3.2365 -3.1912 5.7362
N 3.6673 -3.3292 6.8031
C 2.8252 -4.0178 3.4548
C 2.2726 -3.7804 2.1926
C 1.6375 -2.5911 1.8819
S 0.9288 -2.4344 0.3036
C 3.4693 -5.2240 3.7051
N 3.9953 -6.2432 3.8710
H 1.9913 -1.0206 4.8793
H 2.3347 -4.5483 1.4310
C 4.9507 -0.7721 -0.4873
C 5.0438 0.5519 0.2667
C 3.6195 0.6967 0.7909
O 2.7777 0.1540 -0.2172
C 3.5275 -0.7268 -1.0484
H 5.0543 -1.6052 0.2083
H 5.7007 -0.8741 -1.2710
H 5.2707 1.3678 -0.4217
H 5.7820 0.5417 1.0681
H 3.3136 1.7335 0.9571
H 3.4914 0.1396 1.7272
H 3.5049 -0.3225 -2.0700
H 3.0526 -1.7142 -1.0552
C -1.6812 -0.2192 -0.2500
H -1.8458 -0.1768 -1.3397
H -2.3000 -1.0217 0.1688
```

Below is 2 unconnected molecules or ions with the total composition C4H9NO, with properties calculated with wB97M-V/def2-TZVPD.

Values from the calculation:
Calculated total energy   -287.7708 a.u.
E_LUMO   0.0397 hartree
Total charge   0
Orbital gap   10.79 eV
Multiplicity   1
Relative energy (zero: lowest compared OMol25 entry of this formula, charge and spin)   161.9 kJ/mol

```
15
C4H9NO wB97M-V/def2-TZVPD
H -2.2396 -0.5308 2.0198
N -1.5430 -0.5806 1.2824
C -0.7668 -1.5651 1.4729
O 0.2375 -1.8732 0.6504
H -0.8070 -2.2725 2.3060
H 0.2242 -1.2258 -0.0856
C -0.4889 0.3372 -1.5869
C 0.7787 0.6170 -1.2793
C 1.1911 1.4414 -0.0890
H -0.7491 -0.2508 -2.4636
H -1.3053 0.6682 -0.9499
H 1.5758 0.2430 -1.9227
H 2.1714 1.1371 0.2918
H 1.2647 2.5006 -0.3651
H 0.4562 1.3542 0.7188
```

Below is a molecular structure, C39H58N3O2PSc, with properties calculated with wB97M-V/def2-TZVPD.

Values from the calculation:
Calculated total energy   -2937.7313 a.u.
E_LUMO   -0.0939 hartree
Total charge   +1
Orbital gap   8.25 eV
Multiplicity   1
Relative energy (zero: lowest compared OMol25 entry of this formula, charge and spin)   9.8 kJ/mol

```
104
C39H58N3O2PSc wB97M-V/def2-TZVPD
Sc -0.3052 1.5323 -0.1114
C -3.3369 2.1931 0.7127
N -2.6689 2.1570 -0.6064
C -2.9178 3.4678 -1.2770
C -1.7159 4.0864 -1.9712
C -0.7390 4.7185 -0.9938
N -0.4229 3.8027 0.1155
C 0.0263 4.3370 1.1859
C 0.4420 3.6661 2.4131
C 1.0656 4.4596 3.3858
C 1.5029 3.9284 4.5779
C 1.2958 2.5696 4.8192
C 0.6621 1.7726 3.8858
C 0.2294 2.3034 2.6722
O -0.4019 1.5189 1.7909
C -3.2739 1.0545 -1.3916
C -2.7285 0.8923 -2.8035
C -1.3519 0.2489 -2.8979
N -0.2875 1.0550 -2.2917
C 0.6486 1.4757 -3.0590
C 1.8020 2.2820 -2.6839
C 2.5609 2.8323 -3.7305
C 3.6733 3.5999 -3.4803
C 4.0605 3.8063 -2.1530
C 3.3488 3.2543 -1.1070
C 2.2072 2.4894 -1.3513
O 1.5499 1.9397 -0.3324
H -4.3950 2.4521 0.5985
H -2.8516 2.9305 1.3494
H -3.2725 1.2241 1.1962
H -3.2724 4.1634 -0.5146
H -3.7436 3.3405 -1.9811
H -2.0625 4.8629 -2.6558
H -1.2106 3.3404 -2.5820
H -1.1648 5.6402 -0.5906
H 0.1844 4.9811 -1.5147
H 0.1257 5.4255 1.2115
H 1.2066 5.5151 3.1780
H 1.9896 4.5520 5.3146
H 1.6261 2.1317 5.7532
H 0.4837 0.7212 4.0782
H -4.3576 1.2154 -1.4426
H -3.1216 0.1251 -0.8314
H -2.7429 1.8438 -3.3414
H -3.4210 0.2365 -3.3356
H -1.1108 0.0356 -3.9413
H -1.3849 -0.7015 -2.3678
H 0.5955 1.2203 -4.1215
H 2.2478 2.6452 -4.7531
H 4.2450 4.0252 -4.2942
H 4.9420 4.3999 -1.9394
H 3.6535 3.3916 -0.0767
C -1.3603 -5.1923 -2.0721
C -0.0141 -4.6103 -2.5448
C 0.1856 -3.1563 -2.0874
C -0.3830 -2.9813 -0.6726
C -1.9215 -3.1549 -0.7151
C -2.3739 -4.0734 -1.8608
P 0.0503 -1.4333 0.2288
C -0.6173 -1.6917 1.9460
C -0.4898 -3.0892 2.6094
C -1.6651 -3.3970 3.5436
C -1.9878 -2.1912 4.4219
C -2.4132 -0.9762 3.5631
C -2.0541 -1.1690 2.0881
C 1.8828 -1.4776 0.4800
C 2.4561 -2.8036 1.0529
C 3.3515 -3.5224 0.0459
C 4.5576 -2.6610 -0.3520
C 4.1814 -1.1698 -0.4543
C 2.6915 -1.0145 -0.7470
H -1.2296 -5.7325 -1.1290
H -1.7307 -5.9220 -2.7918
H 0.0528 -4.6544 -3.6337
H 0.8088 -5.2173 -2.1607
H -0.3192 -2.4784 -2.7774
H 1.2435 -2.9130 -2.1375
H 0.0482 -3.7844 -0.0665
H -2.4091 -2.1789 -0.8162
H -2.2630 -3.5681 0.2374
H -2.4747 -3.5003 -2.7893
H -3.3645 -4.4720 -1.6388
H 0.0047 -0.9857 2.5046
H 0.4284 -3.1146 3.2000
H -0.3988 -3.8899 1.8731
H -1.4177 -4.2663 4.1549
H -2.5506 -3.6759 2.9629
H -1.1012 -1.9432 5.0150
H -2.7713 -2.4414 5.1376
H -1.9221 -0.0677 3.9231
H -3.4876 -0.8024 3.6557
H -2.1449 -0.2164 1.5789
H -2.7566 -1.8541 1.6109
H 2.0158 -0.6874 1.2285
H 1.6658 -3.4752 1.3764
H 3.0416 -2.5814 1.9507
H 2.7620 -3.7831 -0.8410
H 3.6896 -4.4695 0.4694
H 4.9534 -3.0109 -1.3072
H 5.3580 -2.7947 0.3786
H 4.7756 -0.6786 -1.2260
H 4.4067 -0.6520 0.4840
H 2.4498 -1.6020 -1.6338
H 2.4472 0.0170 -0.9799
```

Below is a single C4H11BN2 molecule, with properties calculated with wB97M-V/def2-TZVPD.

Values from the calculation:
Calculated total energy   -293.2268 a.u.
E_LUMO (spin up / spin down)   -0.0447 / -0.0447 hartree
Total charge   0
Orbital gap (spin up / spin down)   6.81 / 6.81 eV
Multiplicity   1
Relative energy (zero: lowest compared OMol25 entry of this formula, charge and spin)   621.9 kJ/mol

```
18
C4H11BN2 wB97M-V/def2-TZVPD
B 0.4707 -0.5721 0.0057
C -2.0457 -0.1835 -0.2805
C -1.9064 1.1646 0.3891
C 1.4439 -1.8933 0.0014
C 1.5893 1.8406 0.0281
N -0.9061 -1.1193 -0.1167
N 0.7868 0.7097 -0.0608
H -2.7855 -0.8375 0.1251
H -2.0163 -0.2641 -1.4029
H -2.1506 2.0704 -0.0371
H -1.8994 1.1523 1.4337
H 1.8814 -1.8758 1.1070
H 2.3071 -1.8497 -0.7119
H 0.9580 -2.8561 -0.2153
H 1.6005 2.4847 -0.8358
H 1.3496 2.4570 0.7887
H 2.5313 1.5327 0.2810
H -1.2086 -1.9603 -0.4988
```

Below is a molecular structure, C47H45BF4GeN6O2S3Sn, with properties calculated with wB97M-V/def2-TZVPD.

Values from the calculation:
Calculated total energy   -6207.4096 a.u.
E_LUMO   0.1441 hartree
Total charge   -2
Orbital gap   5.47 eV
Multiplicity   1
Relative energy (zero: lowest compared OMol25 entry of this formula, charge and spin)   214.0 kJ/mol

```
110
C47H45BF4GeN6O2S3Sn wB97M-V/def2-TZVPD
Sn 0.3114 -0.0968 -0.3493
O 0.8029 3.4910 2.2206
C 0.4925 2.4675 1.6183
N 0.7097 2.1665 0.3021
C 1.4972 2.9967 -0.4808
O 2.4273 3.6840 -0.1028
C 1.1122 3.0943 -1.9592
C 1.6501 4.1292 -2.7153
C 1.2380 4.2802 -4.0298
C 0.3182 3.3832 -4.5527
C -0.1385 2.3657 -3.7317
N 0.2341 2.2302 -2.4612
C -0.3810 1.4302 2.2874
C -0.5981 1.5674 3.8193
C -2.3566 0.3201 4.3987
C -3.0065 -0.7846 3.6168
C -2.7474 -0.9205 2.3213
N -1.9122 0.0335 1.6545
H 2.3715 4.7831 -2.2455
H 1.6350 5.0825 -4.6400
H -0.0341 3.4645 -5.5742
H -0.8441 1.6247 -4.1009
H -0.0168 2.3556 4.2877
H -2.8613 0.4696 5.3516
H -3.6421 -1.5056 4.1252
H -3.1139 -1.7553 1.7295
S 1.4060 -3.5736 3.1384
C 2.6734 -4.0000 2.0436
C 3.5093 -5.1190 2.0634
C 4.4888 -5.2191 1.0938
C 4.6267 -4.2283 0.1115
C 3.7810 -3.1354 0.0744
C 2.7928 -3.0172 1.0558
N 1.8929 -1.9540 1.1903
C 1.1395 -2.1026 2.2337
C 0.1985 -1.0561 2.7066
C -0.0274 -0.9332 4.0158
C -0.7646 0.2283 4.5976
C -2.1405 1.6502 3.6228
C -1.9454 1.4426 2.1099
C -0.4001 -0.0257 1.7696
H 3.3764 -5.8924 2.8117
H 5.1572 -6.0735 1.0957
H 5.4001 -4.3315 -0.6430
H 3.8481 -2.3766 -0.6959
H 0.3882 -1.6686 4.7005
H -0.4970 0.3279 5.6473
H -2.7334 2.5165 3.9181
H -2.4770 2.1133 1.4353
S 0.8262 -2.3747 -1.8219
C 1.0170 -1.4093 -3.2567
N 0.2605 -1.7136 -4.4329
C 0.2747 -0.7630 -5.5145
C 1.6607 -0.1668 -5.6321
N 1.9693 0.5334 -4.4069
C 3.1223 1.4247 -4.5260
C 4.4153 0.7443 -4.9543
C 4.7175 0.5865 -6.3064
C 5.8544 -0.1024 -6.7163
C 6.7186 -0.6410 -5.7701
C 6.4428 -0.4678 -4.4179
C 5.3039 0.2201 -4.0145
C 1.8325 -0.3119 -3.2298
S 2.5032 0.2031 -1.7051
C -0.7948 -2.7029 -4.4905
C -0.4465 -3.8323 -5.4415
C -1.2125 -4.1197 -6.5643
C -0.8478 -5.1454 -7.4360
C 0.2934 -5.8928 -7.1878
C 1.0684 -5.6121 -6.0624
C 0.7030 -4.5906 -5.1988
H -0.4503 0.0507 -5.3502
H 0.0114 -1.2786 -6.4433
H 1.7004 0.5429 -6.4632
H 2.3696 -0.9839 -5.8323
H 3.2546 1.9157 -3.5681
H 2.8594 2.1828 -5.2678
H 4.0483 1.0048 -7.0535
H 6.0682 -0.2128 -7.7754
H 7.5979 -1.1924 -6.0859
H 7.1226 -0.8647 -3.6708
H 5.0821 0.3379 -2.9578
H -1.7379 -2.2317 -4.7982
H -0.9191 -3.0979 -3.4853
H -2.1054 -3.5311 -6.7639
H -1.4542 -5.3570 -8.3100
H 0.5833 -6.6873 -7.8659
H 1.9604 -6.1947 -5.8595
H 1.3019 -4.3582 -4.3192
C -3.8715 0.6467 -3.3227
Ge -3.1853 0.7677 -1.4690
C -4.6166 -0.0228 -0.3841
C -3.0498 2.6831 -1.0684
C -1.6031 -0.3399 -1.3423
H -4.8141 1.1998 -3.4177
H -4.0610 -0.4053 -3.5656
H -3.1664 1.0414 -4.0624
H -5.6007 0.3118 -0.7252
H -4.5033 0.2215 0.6772
H -4.5619 -1.1109 -0.4825
H -4.0067 3.1823 -1.2514
H -2.2823 3.1478 -1.6859
H -2.7704 2.8373 -0.0232
H -1.2974 -0.6340 -2.3504
H -1.8979 -1.2602 -0.8210
F -1.2927 -3.5414 1.4004
B -1.9398 -4.3494 2.3901
F -1.4737 -5.6874 2.2997
F -1.6504 -3.8311 3.6974
F -3.3533 -4.3069 2.1729
```

Below is a single C19H23NO2S molecule, with properties calculated with wB97M-V/def2-TZVPD.

Values from the calculation:
Calculated total energy   -1341.2463 a.u.
E_LUMO   0.0242 hartree
Total charge   0
Orbital gap   9.11 eV
Multiplicity   1
Relative energy (zero: lowest compared OMol25 entry of this formula, charge and spin)   15.9 kJ/mol

```
46
C19H23NO2S wB97M-V/def2-TZVPD
C -1.6332 4.4700 4.0879
O -0.7028 3.4505 3.8189
C -0.0673 3.4498 2.6138
C -0.2671 4.3832 1.6030
C 0.4371 4.2763 0.4154
C 1.3510 3.2551 0.2057
C 2.0605 3.1099 -1.1103
C 1.1393 2.4443 -2.1469
N 0.6451 1.1751 -1.6742
C 1.0808 -0.0078 -2.1420
O 1.8882 -0.1286 -3.0394
C 0.4798 -1.2165 -1.4319
C 1.0789 -1.3870 -0.0418
S -1.3485 -1.0421 -1.3409
C -1.8641 -2.7338 -1.8283
C -1.3427 -3.7589 -0.8775
C -1.8233 -3.8062 0.4272
C -1.3193 -4.7263 1.3266
C -0.3257 -5.6092 0.9341
C 0.1583 -5.5681 -0.3616
C -0.3461 -4.6465 -1.2633
C 1.5475 2.3286 1.2249
C 0.8519 2.4196 2.4113
H -1.1648 5.4594 4.0625
H -2.0029 4.2738 5.0932
H -2.4717 4.4462 3.3841
H -0.9655 5.1960 1.7262
H 0.2706 5.0102 -0.3603
H 2.3621 4.0861 -1.4929
H 2.9522 2.4939 -0.9866
H 1.6913 2.2473 -3.0683
H 0.2886 3.0974 -2.3633
H -0.0129 1.1921 -0.9103
H 0.6818 -2.0985 -2.0418
H 0.8250 -0.5394 0.5918
H 0.6978 -2.2938 0.4237
H 2.1626 -1.4619 -0.1165
H -1.5153 -2.9007 -2.8476
H -2.9531 -2.6895 -1.8168
H -2.5881 -3.1065 0.7320
H -1.7000 -4.7543 2.3369
H 0.0702 -6.3263 1.6377
H 0.9331 -6.2530 -0.6729
H 0.0334 -4.6225 -2.2754
H 2.2621 1.5298 1.0865
H 1.0026 1.7040 3.2042
```

- Number 5 is which compound?
  C39H58N3O2PSc